1) H4NP | the ωB97M-V functional and the def2-TZVPD basis

- Frontier orbital gap: 0.3809 hartree
- LUMO level: 1.03 eV
- Structure (SMILES): NP
- Molar mass: 49.0 g/mol

Last column: Mulliken charge in e.
CARTESIAN COORDINATES (ANGSTROEM)
N: 0.188 0.340 0.784  -0.519
P: -0.761 0.412 -0.617  -0.029
H: -0.246 0.783 1.582  0.253
H: 0.616 -0.534 1.054  0.240
H: -0.739 -1.044 -1.151  0.021
H: 0.306 0.657 -1.506  0.034

2) H4NP | the ωB97M-V functional and the def2-TZVPD basis

- Frontier orbital gap (alpha / beta): 0.3647 / 0.2605 hartree
- LUMO level (alpha / beta): -0.23 / -0.48 eV
- Molar mass: 49.0 g/mol

Last column: Mulliken charge in e.
CARTESIAN COORDINATES (ANGSTROEM)
N: -0.245 0.600 -0.857  -0.522
P: 0.426 0.838 0.700  0.001
H: 0.427 0.460 -1.601  0.270
H: -0.926 -0.162 -0.829  0.271
H: 1.064 -2.121 1.014  -0.052
H: -0.746 0.386 1.573  0.032

Energies relative to the most stable structure are 1) 0.0; 2) 320.7, reported in kJ/mol.

1) C27H26F5IrN6O7S2Se | the ωB97M-V functional and the def2-TZVPD basis

- Frontier orbital gap (alpha / beta): 0.0916 / 0.0814 hartree
- Net charge: +1
- LUMO level (alpha / beta): -6.22 / -6.49 eV
- 2S+1: 2
- Molar mass: 976.8 g/mol

Last column: Löwdin spin population.
CARTESIAN COORDINATES (ANGSTROEM)
Ir: -0.347 0.139 0.046  -0.007
C: -3.591 -2.420 -1.230  0.005
O: -2.274 -1.984 -1.545  0.007
C: -1.384 -3.051 -1.767  0.008
C: 0.044 -2.580 -1.914  0.001
O: 0.553 -1.807 -0.805  0.001
C: 1.982 -1.977 -0.677  0.001
H: -4.076 -2.859 -2.105  0.000
H: -4.150 -1.550 -0.895  0.000
H: -3.564 -3.157 -0.423  0.003
H: -1.660 -3.571 -2.691  0.000
H: -1.445 -3.761 -0.935  0.006
H: 0.185 -2.014 -2.841  0.000
H: 0.651 -3.484 -1.971  0.000
H: 2.209 -3.034 -0.547  0.000
H: 2.300 -1.431 0.207  0.000
H: 2.493 -1.590 -1.561  0.000
N: 2.630 4.060 6.723  0.000
C: 2.501 3.044 5.814  0.000
C: 3.455 2.867 4.804  0.001
C: 3.329 1.849 3.885  0.001
C: 2.230 0.994 3.946  0.006
C: 1.266 1.164 4.939  0.000
C: 1.402 2.177 5.865  0.000
S: 2.020 -0.283 2.780  0.010
O: 0.934 -1.091 3.285  0.094
O: 3.265 -0.931 2.492  0.000
N: 1.403 0.404 1.415  0.019
C: 2.233 1.034 0.518  0.000
N: 3.494 1.393 0.775  0.000
C: 4.169 1.945 -0.224  0.000
C: 3.619 2.190 -1.479  -0.001
C: 2.296 1.850 -1.629  -0.001
N: 1.608 1.268 -0.649  -0.010
H: 3.469 4.608 6.752  0.000
H: 2.016 4.112 7.513  0.000
H: 4.306 3.537 4.755  0.000
H: 4.076 1.700 3.119  0.000
H: 0.426 0.484 4.986  0.000
H: 0.660 2.300 6.646  0.000
H: 5.197 2.215 -0.007  0.000
H: 4.188 2.641 -2.279  0.000
H: 1.763 2.053 -2.552  0.000
N: -1.496 2.400 1.650  -0.001
C: -1.205 1.536 0.938  -0.002
H: -1.825 3.119 2.259  0.000
N: -0.957 0.673 -2.133  -0.002
C: -1.683 1.870 -2.441  0.000
C: -1.231 2.731 -3.427  0.000
C: -1.954 3.871 -3.738  0.000
C: -3.123 4.139 -3.038  -0.001
C: -3.584 3.279 -2.045  0.000
C: -2.853 2.146 -1.746  0.000
S: -4.088 5.502 -3.482  0.000
O: -5.107 5.077 -4.460  0.000
O: -3.245 6.502 -4.106  0.000
O: -4.775 6.002 -2.306  0.000
H: -1.571 -0.147 -2.183  0.000
H: -0.148 0.547 -2.727  0.000
H: -0.321 2.504 -3.972  0.000
H: -1.615 4.549 -4.510  0.000
H: -4.497 3.509 -1.509  0.000
H: -3.182 1.469 -0.966  0.000
F: -3.513 -1.111 6.912  0.018
C: -2.981 -1.349 5.725  0.049
C: -3.315 -0.545 4.649  -0.005
F: -4.170 0.464 4.812  -0.005
C: -2.743 -0.787 3.420  0.036
F: -3.105 0.003 2.404  0.010
C: -1.825 -1.815 3.230  0.048
Se: -0.874 -2.061 1.624  0.671
C: -1.530 -2.627 4.325  0.040
F: -0.684 -3.639 4.200  0.012
C: -2.090 -2.396 5.564  -0.007
F: -1.776 -3.156 6.605  -0.006

2) C27H26F5IrN6O7S2Se | the ωB97M-V functional and the def2-TZVPD basis

- Frontier orbital gap (alpha / beta): 0.0993 / 0.0987 hartree
- Net charge: +1
- LUMO level (alpha / beta): -7.05 / -7.06 eV
- 2S+1: 2
- Molar mass: 976.8 g/mol

Last column: Löwdin spin population.
CARTESIAN COORDINATES (ANGSTROEM)
Ir: 0.843 1.507 -0.650  -0.007
C: 0.803 4.984 -0.537  0.000
O: 1.183 3.821 0.198  0.000
C: 1.006 3.988 1.592  0.001
C: 1.029 2.609 2.228  0.002
O: 1.933 1.737 1.567  0.035
C: 3.298 2.118 1.706  0.011
H: -0.264 5.181 -0.429  0.000
H: 1.043 4.792 -1.580  0.000
H: 1.369 5.849 -0.179  0.000
H: 0.040 4.449 1.809  0.000
H: 1.803 4.637 1.974  0.000
H: 0.049 2.144 2.112  0.000
H: 1.270 2.688 3.293  0.000
H: 3.547 2.222 2.764  0.001
H: 3.511 3.052 1.184  0.000
H: 3.892 1.319 1.266  0.005
N: -6.013 -1.235 0.678  0.000
C: -5.193 -0.192 0.376  0.000
C: -5.056 0.255 -0.949  0.000
C: -4.199 1.289 -1.263  0.000
C: -3.452 1.885 -0.254  0.000
C: -3.572 1.458 1.064  0.000
C: -4.434 0.430 1.382  0.000
S: -2.273 3.164 -0.605  0.000
O: -2.811 4.175 -1.454  0.000
O: -1.716 3.552 0.665  0.000
N: -1.032 2.367 -1.382  0.001
C: -1.061 2.068 -2.690  0.000
N: -2.106 2.262 -3.490  0.000
C: -1.970 1.968 -4.771  0.000
C: -0.792 1.453 -5.303  0.000
C: 0.221 1.205 -4.394  0.000
N: 0.092 1.492 -3.109  -0.002
H: -6.640 -1.598 -0.017  0.000
H: -6.217 -1.446 1.638  0.000
H: -5.649 -0.218 -1.721  0.000
H: -4.105 1.657 -2.275  0.000
H: -2.996 1.968 1.825  0.000
H: -4.544 0.108 2.410  0.000
H: -2.844 2.148 -5.388  0.000
H: -0.683 1.233 -6.352  0.000
H: 1.164 0.765 -4.696  0.000
N: 3.351 0.132 -1.889  0.001
C: 2.482 0.647 -1.329  0.002
H: 4.087 -0.337 -2.376  0.000
N: -0.927 -0.100 -0.055  0.004
C: -0.845 -1.534 -0.021  0.017
C: 0.089 -2.156 -0.842  0.014
C: 0.204 -3.538 -0.852  0.004
C: -0.645 -4.256 -0.036  0.003
C: -1.567 -3.671 0.807  0.001
C: -1.675 -2.288 0.802  0.006
S: -0.487 -6.091 0.045  0.000
O: -1.843 -6.578 0.098  0.001
O: 0.251 -6.214 1.300  0.002
O: 0.265 -6.481 -1.122  0.000
H: -1.383 0.262 0.777  0.000
H: -1.495 0.188 -0.847  0.000
H: 0.729 -1.527 -1.449  0.000
H: 0.924 -4.043 -1.479  0.000
H: -2.193 -4.291 1.432  0.000
H: -2.409 -1.797 1.428  0.000
F: 6.823 -4.478 2.671  0.023
C: 5.726 -3.769 2.488  0.067
C: 5.075 -3.199 3.578  -0.009
F: 5.551 -3.382 4.802  -0.008
C: 3.941 -2.439 3.366  0.053
F: 3.322 -1.873 4.395  0.014
C: 3.428 -2.220 2.082  0.060
Se: 1.897 -1.167 1.831  0.649
C: 4.102 -2.811 1.011  0.049
F: 3.643 -2.602 -0.227  0.012
C: 5.234 -3.578 1.201  -0.008
F: 5.870 -4.117 0.165  -0.007

Energies relative to the most stable structure are 1) 0.0; 2) 186.1, reported in kJ/mol.